Computed, not measured: a molecular structure, C17H45ClNNaO10 in a non-equilibrium geometry, with wB97M-V/def2-TZVPD.

XYZ file:
```
75
Properties=species:S:1:pos:R:3:forces:R:3
Na -13.557849 8.049234 20.270548 1.133 0.176 0.016
Cl -9.986642 7.827640 19.061936 0.181 -0.837 0.253
O -9.276909 6.711578 18.496650 -0.059 0.132 -0.086
O -9.853196 7.780353 20.500161 -0.238 -0.107 -0.062
O -9.461773 9.057455 18.569863 -0.028 0.528 -0.270
O -11.396348 7.716742 18.717459 -0.477 0.110 0.182
C -6.540723 6.786637 21.321141 -0.924 -0.286 -0.735
C -5.689582 5.554965 20.938243 -0.780 0.483 0.974
C -6.010298 5.110710 19.514143 1.374 -0.453 -0.187
C -5.489309 6.114523 18.490783 -0.729 0.904 0.924
C -3.988241 6.362608 18.702941 -0.740 -1.484 -0.539
C -3.550252 6.672671 20.139288 0.026 0.324 0.223
N -4.256980 5.780565 21.084085 0.490 -0.758 -0.985
O -3.897145 6.043378 22.417843 -0.077 0.257 -0.166
C -2.061503 6.319977 20.238138 -0.013 0.466 0.067
C -3.786580 8.184708 20.420244 -0.064 -0.121 -0.724
C -6.101343 4.431736 21.891131 -0.332 -0.281 0.512
H -7.570117 6.594200 20.991244 0.033 -0.149 0.176
H -6.289200 7.686574 20.762368 0.293 0.139 0.339
H -6.609118 6.923088 22.399628 0.354 0.311 0.005
H -5.452610 4.176685 19.348632 -0.125 -0.058 0.078
H -7.064549 4.851057 19.443085 -0.125 0.354 -0.143
H -6.035116 7.051280 18.666771 -0.012 0.012 -0.333
H -5.724924 5.786438 17.479785 0.224 0.056 -0.110
H -3.645863 7.098319 17.976471 0.228 0.226 0.273
H -3.548001 5.400379 18.411455 0.358 0.154 0.071
H -1.476796 7.057241 19.682188 0.003 -0.134 -0.153
H -1.704470 6.352826 21.266853 -0.098 -0.110 0.030
H -1.906349 5.330965 19.814106 0.145 -0.065 0.134
H -4.506969 8.573374 19.696367 -0.197 0.042 0.222
H -4.175531 8.397489 21.414038 0.159 0.160 0.074
H -2.876389 8.754664 20.230902 0.072 -0.025 0.316
H -7.082408 4.036023 21.611939 0.131 -0.082 -0.269
H -6.253181 4.760983 22.922209 0.321 0.237 -0.074
H -5.370081 3.624225 21.931270 -0.009 -0.009 -0.260
H -4.057635 6.990524 22.552235 -0.091 -0.010 0.215
C -7.513897 10.472401 23.450530 0.132 -0.048 -0.143
C -8.792645 10.470768 22.629681 0.381 0.326 0.101
O -9.511191 9.246411 22.681309 0.052 -0.191 -0.351
H -6.967420 11.392825 23.230173 -0.086 0.093 0.197
H -6.844924 9.664429 23.145792 -0.166 -0.131 0.048
H -7.703059 10.404406 24.521249 0.017 -0.033 -0.011
H -8.502088 10.717010 21.604079 -0.332 -0.052 -0.113
H -9.467486 11.245648 23.000226 0.037 0.085 -0.088
H -9.273685 8.727501 21.885578 -0.087 0.078 0.443
C -12.733357 8.686372 24.315748 -1.113 -0.016 -0.648
C -12.773862 9.708460 23.173779 0.955 -1.224 0.128
O -12.187139 9.171495 21.967509 -0.984 0.000 0.044
H -13.289141 7.792029 24.009305 0.293 -0.091 -0.156
H -13.362444 9.071157 25.122276 0.575 0.121 0.380
H -11.725746 8.397089 24.594173 0.018 0.171 0.237
H -12.143858 10.554169 23.448151 -0.631 0.475 0.059
H -13.819042 9.920445 22.960153 0.084 0.596 -0.041
H -11.225670 9.217788 22.132368 0.345 -0.269 -0.264
C -8.363394 3.755298 16.299982 -0.476 -0.276 0.062
C -9.739652 3.553746 16.922349 -0.487 -0.627 -0.620
O -10.510884 4.739741 16.732036 0.276 -0.313 0.703
H -7.777324 2.836818 16.238478 0.037 0.029 0.254
H -7.833194 4.521556 16.865234 0.214 -0.022 -0.099
H -8.533482 4.094543 15.278975 0.150 0.164 -0.009
H -9.728002 3.173721 17.951788 0.285 0.657 0.239
H -10.310013 2.759458 16.427940 0.206 0.155 -0.383
H -10.051152 5.418925 17.241869 -0.049 0.259 0.072
C -12.006513 7.205064 15.256238 0.759 0.093 0.492
O -12.764929 6.100405 15.751665 -0.028 0.961 -0.186
H -12.036659 7.352009 14.179529 -0.480 -0.378 -0.058
H -12.278260 8.142894 15.752247 -0.192 0.032 -0.119
H -10.959132 7.018814 15.519211 0.068 0.160 -0.230
H -12.338520 6.006993 16.611411 -0.275 -0.822 0.001
C -6.894965 11.385998 18.515985 0.506 -0.072 -0.037
O -6.729995 9.983320 18.451564 0.085 -0.082 -0.078
H -7.287410 11.689138 19.490713 -0.277 0.156 -0.123
H -5.906405 11.839867 18.416695 0.021 -0.108 0.058
H -7.484247 11.772828 17.681474 -0.279 0.007 0.181
H -7.601378 9.573790 18.367802 0.040 0.037 0.069
```
Forces are in eV/Å.

Its total energy is -57254.053 eV.